(1)
ORCA calculation (the ωB97M-V functional and the def2-TZVPD basis) on the ion C43H75N18O6 with charge +1.

Positions of all 142 atoms, in Å:
C -3.808 -0.503 -2.804
C -3.826 -1.433 -2.050
C -3.815 -2.592 -1.179
O -2.524 -3.204 -1.241
C -2.453 -4.453 -0.584
H -2.479 -4.316 0.506
C -1.160 -5.170 -0.978
O -0.168 -4.958 0.010
C 0.853 -5.934 0.042
C 1.778 -5.883 -1.194
H 2.679 -6.473 -0.995
O 2.098 -4.565 -1.582
C 3.328 -4.023 -1.148
H 3.441 -3.109 -1.739
H 4.153 -4.712 -1.365
C 3.342 -3.649 0.345
N 2.080 -3.058 0.689
C 1.870 -2.018 1.494
N 0.570 -1.718 1.689
C 0.338 -0.769 2.606
N 1.274 -0.004 3.154
C 2.528 -0.329 2.819
N 2.881 -1.356 2.040
N 3.529 0.375 3.387
C 4.881 0.204 2.919
H 5.018 -0.834 2.621
H 5.555 0.439 3.746
C 5.123 1.144 1.714
N 4.241 2.288 1.849
C 3.434 2.791 0.906
O 2.590 3.639 1.170
C 3.668 2.321 -0.535
N 3.015 1.064 -0.806
C 1.698 0.764 -0.837
C 1.655 -0.520 -1.349
N 2.928 -0.908 -1.579
N 3.725 0.038 -1.256
C 0.512 -1.410 -1.703
H 0.886 -2.438 -1.679
C -0.036 -1.152 -3.124
C -0.365 0.319 -3.361
H 0.539 0.923 -3.335
H -0.817 0.439 -4.342
H -1.064 0.689 -2.617
H -0.965 -1.726 -3.214
C 0.955 -1.659 -4.182
C 0.903 -3.169 -4.376
H 1.214 -3.694 -3.478
H 1.571 -3.461 -5.182
H -0.105 -3.483 -4.640
H 1.967 -1.362 -3.899
H 0.722 -1.178 -5.133
N -0.572 -1.288 -0.702
H -1.320 -1.974 -0.926
H -1.003 -0.329 -0.698
H -0.201 -1.504 0.278
H 0.937 1.430 -0.482
H 4.741 2.176 -0.703
C 3.200 3.403 -1.515
H 3.815 4.282 -1.329
H 2.164 3.668 -1.300
C 3.313 2.988 -2.983
H 2.568 2.219 -3.205
C 4.683 2.453 -3.414
H 4.857 1.472 -2.968
H 4.651 2.317 -4.497
C 5.859 3.371 -3.063
N 6.394 3.036 -1.744
H 6.886 2.148 -1.800
H 7.070 3.735 -1.456
H 6.624 3.289 -3.849
H 5.525 4.411 -3.039
H 3.066 3.860 -3.592
C 4.076 2.728 3.223
H 5.070 2.869 3.654
C 3.279 1.661 3.996
H 2.206 1.846 3.941
H 3.586 1.641 5.047
H 3.549 3.682 3.220
H 6.165 1.481 1.694
H 4.909 0.605 0.793
N -0.953 -0.640 2.974
C -1.820 -1.792 2.784
C -3.116 -1.560 3.547
N -3.640 -0.289 3.080
C -4.526 -0.351 2.063
O -4.996 -1.406 1.685
C -4.931 0.973 1.391
N -3.810 1.355 0.567
C -3.473 2.580 0.117
C -2.296 2.382 -0.577
N -1.996 1.070 -0.491
N -2.908 0.468 0.196
C -1.414 3.401 -1.219
N -2.212 4.358 -1.964
H -1.613 4.945 -2.534
H -2.710 4.967 -1.322
H -0.746 2.890 -1.919
C -0.565 4.045 -0.094
O 0.017 3.025 0.676
H 0.878 3.338 1.012
H -1.225 4.663 0.536
H 0.193 4.701 -0.538
H -4.069 3.451 0.281
H -5.098 1.756 2.139
C -6.210 0.752 0.573
C -6.696 1.991 -0.183
C -6.253 2.011 -1.646
H -5.192 1.768 -1.724
H -6.807 1.254 -2.203
C -6.486 3.384 -2.276
N -5.538 4.345 -1.723
H -5.786 5.283 -2.018
H -4.609 4.150 -2.089
H -6.414 3.298 -3.372
H -7.496 3.726 -2.034
H -7.786 2.017 -0.158
H -6.345 2.902 0.304
H -6.035 -0.067 -0.126
H -6.970 0.418 1.280
C -2.826 0.851 3.471
H -2.745 1.561 2.650
C -1.405 0.398 3.864
H -1.385 0.060 4.907
H -0.711 1.234 3.771
H -3.286 1.360 4.326
H -2.964 -1.523 4.626
H -3.842 -2.338 3.313
H -2.059 -1.896 1.721
H -1.309 -2.702 3.115
H 1.248 -3.531 0.355
H 4.132 -2.921 0.534
H 3.526 -4.537 0.965
H 1.257 -6.324 -2.051
H 0.422 -6.942 0.115
H 1.411 -5.727 0.957
H -1.357 -6.245 -1.068
H -0.824 -4.790 -1.952
H -3.314 -5.065 -0.881
H -4.578 -3.305 -1.524
H -4.059 -2.292 -0.149
H -3.818 0.320 -3.454

Its gap between HOMO and LUMO is 9.64 eV. The calculation puts the HOMO energy at -10.90 eV. As for the total charge: +1.

(2)
ORCA calculation (the ωB97M-V functional and the def2-TZVPD basis) on a structure of composition C48H46N9Tc.

Positions of all 104 atoms, in Å:
Tc 0.296 -0.114 -0.555
C -2.097 -1.162 -4.051
C -1.115 -1.191 -3.077
N -1.212 -0.406 -1.998
C -2.296 0.371 -1.853
C -3.254 0.389 -2.864
N -3.147 -0.355 -3.953
C -2.425 1.080 -0.558
C -3.474 1.935 -0.340
C -3.667 2.514 0.918
C -2.758 2.135 1.897
C -1.688 1.289 1.635
N -1.492 0.772 0.394
C -0.804 0.895 2.769
C -0.719 1.649 3.940
N -0.058 1.216 5.005
C 0.515 0.024 4.914
C 0.501 -0.699 3.724
N -0.142 -0.255 2.650
C -4.785 3.433 1.196
C -4.728 4.328 2.262
C -5.803 5.177 2.479
N -6.901 5.181 1.726
C -6.954 4.319 0.715
C -5.931 3.435 0.405
H -2.029 -1.800 -4.923
H -0.260 -1.846 -3.152
H -4.136 1.010 -2.792
H -4.152 2.166 -1.146
H -2.925 2.447 2.913
H -1.160 2.632 4.030
H 1.009 -0.361 5.798
H 1.016 -1.647 3.643
H -3.861 4.407 2.903
H -5.779 5.888 3.296
H -7.861 4.330 0.123
H -6.070 2.743 -0.414
C 2.903 6.416 -1.863
C 2.107 5.690 -2.961
C 2.996 5.510 -4.191
C 0.876 6.525 -3.348
C 1.635 4.360 -2.400
C 0.761 4.312 -1.309
C 0.345 3.103 -0.805
N 0.740 1.925 -1.321
C 1.590 1.944 -2.368
C 2.046 3.129 -2.914
C 2.039 0.612 -2.852
C 2.764 0.452 -4.016
C 3.212 -0.805 -4.427
C 2.895 -1.878 -3.589
C 2.155 -1.678 -2.452
N 1.713 -0.456 -2.077
C 3.979 -1.026 -5.717
C 5.262 -1.817 -5.412
C 3.072 -1.848 -6.652
C 4.350 0.290 -6.398
H 3.207 7.396 -2.232
H 3.806 5.864 -1.594
H 2.311 6.573 -0.961
H 3.295 6.491 -4.559
H 2.472 5.006 -5.006
H 3.914 4.964 -3.962
H 1.208 7.481 -3.752
H 0.234 6.740 -2.492
H 0.279 6.026 -4.114
H 0.402 5.221 -0.846
H -0.337 3.061 0.035
H 2.738 3.105 -3.741
H 2.989 1.318 -4.618
H 3.218 -2.883 -3.821
H 1.894 -2.501 -1.803
H 5.054 -2.814 -5.022
H 5.899 -1.290 -4.700
H 5.826 -1.944 -6.335
H 2.789 -2.803 -6.207
H 3.611 -2.060 -7.575
H 2.164 -1.299 -6.911
H 4.987 0.914 -5.765
H 3.471 0.864 -6.700
H 4.912 0.073 -7.306
N 2.069 0.347 0.581
C 3.022 -0.635 1.126
C 4.167 -0.080 1.679
C 5.126 -0.880 2.270
C 4.911 -2.250 2.318
C 3.766 -2.790 1.764
C 2.790 -2.010 1.125
C 1.559 -2.672 0.603
C 1.502 -4.065 0.527
C 0.325 -4.743 0.241
C -0.861 -4.045 0.041
C -0.820 -2.665 0.026
C 0.394 -1.971 0.219
H 1.770 0.941 1.357
H 2.609 0.962 -0.027
H 4.306 0.996 1.653
H 6.015 -0.441 2.699
H 5.629 -2.900 2.798
H 3.620 -3.854 1.862
H 2.389 -4.654 0.706
H 0.330 -5.825 0.208
H -1.795 -4.570 -0.111
H -1.741 -2.119 -0.143

Its gap between HOMO and LUMO (alpha / beta) is 6.98 / 5.76 eV. As for the multiplicity: 4. The calculation puts the HOMO energy (alpha / beta) at -15.87 / -15.86 eV. As for the total charge: +3.

(3)
ORCA calculation (the ωB97M-V functional and the def2-TZVPD basis) on a cluster of 7 separate species, C12H30F3NO11 in total.

Positions of all 57 atoms, in Å:
C -2.227 3.052 3.742
C -2.264 1.719 3.007
O -3.198 1.463 2.342
N -1.199 0.777 3.063
O -1.155 0.003 1.887
C 0.001 -0.674 1.760
O 0.389 -1.519 2.438
O 0.760 -0.281 0.632
C 0.502 -1.049 -0.452
F -0.486 -1.884 -0.268
F 1.611 -1.690 -0.776
F 0.143 -0.292 -1.486
C 0.101 1.366 3.415
C 0.687 0.938 4.765
O 0.676 2.145 2.752
H -1.232 3.474 3.891
H -2.793 3.752 3.118
H -2.750 3.033 4.704
H 0.024 0.242 5.288
H 1.659 0.452 4.632
H 0.814 1.872 5.329
C 0.530 -2.710 -4.217
O 1.314 -1.551 -3.935
H 0.784 -3.071 -5.210
H 0.752 -3.487 -3.480
H -0.534 -2.462 -4.185
H 1.069 -1.273 -3.047
C 3.258 -4.760 -1.071
O 3.289 -4.036 -2.289
H 3.730 -5.727 -1.232
H 3.810 -4.215 -0.299
H 2.225 -4.914 -0.744
H 2.866 -3.187 -2.124
C -0.983 6.365 5.862
O -1.205 4.969 5.665
H -1.267 6.888 4.952
H -1.593 6.730 6.691
H 0.072 6.554 6.071
H -0.949 4.521 6.478
C -0.134 -6.301 -5.744
O -1.409 -5.724 -5.476
H 0.633 -5.668 -5.305
H -0.079 -7.299 -5.300
H 0.023 -6.365 -6.824
H -2.069 -6.298 -5.874
C -2.709 0.735 -3.817
O -1.601 0.253 -4.567
H -3.402 1.218 -4.502
H -3.218 -0.094 -3.317
H -2.375 1.462 -3.072
H -0.998 -0.172 -3.948
C 1.936 4.048 -0.061
O 0.947 3.073 -0.362
H 2.285 4.481 -0.996
H 1.511 4.838 0.564
H 2.781 3.584 0.456
H 0.650 2.700 0.475

Its gap between HOMO and LUMO is 9.46 eV. The calculation puts the HOMO energy at -9.85 eV. As for the structure (SMILES): CC(=O)N(OC(=O)OC(F)(F)F)C(C)=O.CO.CO.CO.CO.CO.CO.

(4)
ORCA calculation (the ωB97M-V functional and the def2-TZVPD basis) on a structure of composition C24H43Cl2N4O4SeSiTl.

Positions of all 80 atoms, in Å:
C -2.035 3.871 -2.849
C -0.938 3.710 -1.841
H -2.376 4.913 -2.887
H -2.904 3.241 -2.620
H -1.678 3.592 -3.854
C -0.454 4.715 -1.096
C -0.962 6.122 -1.117
H 0.370 4.532 -0.391
H -2.043 6.132 -0.929
H -0.771 6.639 -2.067
H -0.485 6.722 -0.333
Tl -0.817 -2.320 2.276
Cl -3.262 -3.246 2.141
C 2.370 -0.658 1.062
O 1.345 -0.523 1.751
N 3.611 -0.568 1.573
C 3.793 -0.421 3.005
C 4.767 -0.414 0.712
H 2.354 -0.879 -0.016
H 2.953 -0.885 3.537
H 3.847 0.646 3.279
H 4.747 -0.896 3.273
H 4.623 -1.010 -0.194
H 5.657 -0.741 1.268
H 4.896 0.643 0.423
H 1.487 -6.841 1.434
H 1.021 -7.436 -1.562
C 0.411 -7.036 1.294
C 0.011 -7.392 -1.134
N -0.012 -6.511 0.017
H -0.155 -6.552 2.100
C -0.096 -5.176 -0.160
O 0.192 -4.340 0.705
H -0.689 -7.015 -1.885
H -0.456 -4.906 -1.173
H 0.227 -8.113 1.281
H -0.296 -8.391 -0.817
H -2.643 2.233 0.513
H -1.131 4.209 1.481
C -2.770 2.065 1.593
C -1.117 3.686 2.447
N -1.491 2.288 2.256
H -3.087 1.035 1.764
C -0.923 1.310 3.027
O -1.428 0.209 3.277
H -0.106 3.737 2.867
H 0.063 1.607 3.440
H -3.518 2.778 1.968
H -1.821 4.196 3.127
O -1.204 1.446 -1.133
C -0.339 2.281 -1.739
C 1.092 2.218 0.336
C 1.035 2.298 -1.047
H 0.192 1.857 0.833
C 2.228 2.625 1.031
H -0.133 2.005 -2.800
C 2.207 2.534 -1.770
H 2.203 2.659 2.120
C 3.379 2.974 0.318
C 3.381 2.876 -1.081
H 2.177 2.473 -2.859
H 4.268 3.310 0.859
H 4.307 3.081 -1.635
Si -2.607 -0.816 -1.377
Cl -0.990 -0.845 0.206
C -4.223 -0.889 -0.406
C -2.343 -2.543 -2.048
C -2.866 0.425 -2.739
H -4.210 -0.289 0.504
H -4.455 -1.919 -0.110
H -5.045 -0.537 -1.046
H -3.499 1.215 -2.310
H -3.431 -0.037 -3.561
H -1.958 0.864 -3.152
H -1.362 -2.980 -1.842
H -2.488 -2.520 -3.134
H -3.088 -3.229 -1.627
Se 3.338 -5.942 -0.139
C 3.137 -4.161 -0.253
N 3.016 -2.995 -0.367

Its gap between HOMO and LUMO (alpha / beta) is 4.54 / 3.10 eV. The calculation puts the HOMO energy (alpha / beta) at -6.53 / -6.56 eV.

(5)
ORCA calculation (the ωB97M-V functional and the def2-TZVPD basis) on a structure of composition C18H26N2SiV.

Positions of all 48 atoms, in Å:
C -2.615 -1.205 -0.858
C -2.137 2.223 -0.905
H -2.513 -2.255 -1.135
H -3.510 -0.888 -1.399
H -2.883 -1.168 0.206
H -2.999 2.257 -1.591
H -2.581 2.188 0.100
H -1.666 3.201 -0.964
C -0.152 -2.605 -0.678
C 0.693 -3.677 -0.969
C 1.848 -3.460 -1.714
C 2.094 -2.156 -2.121
H -0.985 -2.807 -0.002
H 0.427 -4.671 -0.609
H 2.548 -4.250 -1.981
H 3.005 -1.893 -2.650
N -0.010 -1.365 -1.190
C 1.155 -1.136 -1.856
C 1.423 0.262 -2.173
N 0.470 1.160 -1.775
C 0.793 2.470 -1.901
C 2.883 1.990 -3.018
C 1.946 2.919 -2.559
H 0.115 3.192 -1.458
H 2.099 3.983 -2.704
C 2.622 0.657 -2.777
H 3.329 -0.121 -3.059
H 3.787 2.268 -3.555
V -1.452 0.372 -1.084
C -1.875 0.299 -3.148
H -1.166 -0.413 -3.613
H -1.641 1.319 -3.503
H -2.906 0.023 -3.429
C -1.405 0.969 4.844
Si -0.065 0.239 3.751
C 1.543 1.137 4.098
C 0.187 -1.578 4.159
C -0.634 0.459 1.999
C -1.060 0.565 0.832
H -1.113 1.038 5.899
H -2.326 0.376 4.786
H -1.643 1.980 4.491
H 1.676 1.362 5.164
H 2.418 0.560 3.776
H 1.555 2.088 3.554
H -0.652 -2.181 3.790
H 1.101 -1.969 3.694
H 0.270 -1.755 5.239

Its gap between HOMO and LUMO (alpha / beta) is 6.43 / 3.11 eV. As for the multiplicity: 2. The calculation puts the HOMO energy (alpha / beta) at -14.94 / -14.93 eV. The energy relative to the best compared isomer or geometry (same formula, charge and spin) comes out at 106.7 kcal per mole. As for the total charge: +2.

(6)
ORCA calculation (the ωB97M-V functional and the def2-TZVPD basis) on a cluster of 2 separate species, CH3NS2 in total.

Positions of all 7 atoms, in Å:
C 1.852 0.704 1.005
N -1.482 -0.207 -0.846
S 1.748 2.202 1.407
S 1.878 -0.871 0.692
H -1.257 -0.810 -1.701
H -0.593 -0.348 -0.355
H -2.147 -0.670 -0.202

Its gap between HOMO and LUMO is 9.50 eV. The calculation puts the HOMO energy at -9.83 eV. The energy relative to the best compared isomer or geometry (same formula, charge and spin) comes out at 5.5 kcal per mole.

(7)
ORCA calculation (the ωB97M-V functional and the def2-TZVPD basis) on the molecule H3N3O2.

Positions of all 8 atoms, in Å:
N 1.323 -0.172 -0.014
N 0.087 0.644 -0.056
N -1.122 -0.057 0.097
O -1.094 -1.274 0.208
O -2.088 0.611 0.151
H 0.870 -1.075 0.420
H 1.847 -0.339 -0.916
H 0.177 1.660 0.112

Its gap between HOMO and LUMO is 10.62 eV. The calculation puts the HOMO energy at -9.87 eV. The energy relative to the best compared isomer or geometry (same formula, charge and spin) comes out at 18.1 kcal per mole. As for the structure (SMILES): NN[N+](=O)[O-].

Which electronic energy belongs to each record? In order, -3120.401191 -2429.504491 -1657.037980 -5243.988453 -2043.637943 -891.019545 -316.377987 hartree.
Which strongest force on any atom belongs to each record? In order, 1.15 0.78 3.18 3.40 2.62 2.41 3.03 eV/A.